No. 1
57
Properties=species:S:1:pos:R:3 method="wB97M-V/def2-TZVPD" spin_multiplicity=5 s2=6.0209 e_tot_ev=-136396.1901
H 4.32 -0.69 0.84
H 0.93 -1.45 -3.43
C -3.63 2.19 -1.63
C 0.47 -2.04 0.55
C 2.89 -3.41 1.91
H -0.35 -3.77 -2.25
C -3.31 4.41 -0.81
C -1.44 -1.58 3.71
H -5.12 3.72 -1.71
C -2.02 4.10 -0.44
H 3.58 1.84 -4.04
H -0.06 -0.29 -1.51
C 2.77 1.37 -3.49
H -0.59 -2.21 3.95
C -1.50 2.83 -0.67
C -0.48 -3.11 -1.41
C -2.74 0.63 2.16
H -4.25 1.44 -2.10
H 3.77 -3.27 2.54
Ge 0.36 2.40 -0.10
H -2.26 -2.22 3.41
H 3.21 -3.91 1.01
C 0.58 -2.90 -0.55
C 2.19 2.04 -2.42
H 3.46 -1.21 -0.59
Si -1.05 -0.28 2.33
H 3.01 0.29 0.18
H 0.97 3.80 -0.37
H -2.74 -1.07 0.03
H -1.39 4.84 0.02
H -1.96 0.87 -1.39
H -2.82 1.20 1.24
H -2.49 -2.58 -1.89
C 0.73 0.19 -2.06
F 1.56 -1.08 4.18
H 1.52 -3.40 -0.74
H -3.70 5.40 -0.61
H -2.89 1.31 2.99
C 2.39 -0.73 3.18
H 2.77 -0.39 -4.70
H -1.74 -1.06 4.62
C -0.76 -1.40 0.78
C -1.67 -2.44 -1.20
H -3.54 -0.10 2.18
C 3.34 -0.74 0.38
H 2.22 -4.08 2.43
F 2.13 0.63 2.95
H 2.53 3.03 -2.16
C -4.12 3.46 -1.41
C 1.29 -0.47 -3.14
C 2.32 0.12 -3.86
Fe 0.81 0.48 1.14
C -1.81 -1.59 -0.12
Si 2.10 -1.71 1.48
C 1.15 1.47 -1.70
H 3.41 -0.77 3.58
C -2.33 1.88 -1.24



No. 2
90
Properties=species:S:1:pos:R:3 method="wB97M-V/def2-TZVPD" e_above_lowest_kcal_mol=10.3
H 6.39 -3.19 -0.20
H -0.31 6.24 3.79
C 3.03 -4.36 1.30
C 4.20 -4.95 1.71
H -0.29 2.04 -5.28
O -4.26 3.28 2.08
H 6.59 -5.62 2.46
H -5.31 -4.60 0.42
C 4.27 -2.94 -0.20
H 4.18 -5.74 2.45
C -2.26 1.20 -4.89
H -2.65 6.78 4.37
H -2.68 0.28 -3.00
C -1.88 3.69 2.20
C 1.89 -0.80 1.72
C 2.27 0.31 4.12
C 4.91 1.33 -0.61
H -5.57 -0.41 -6.06
C -3.87 0.77 -6.63
H 0.17 4.24 2.40
C 1.51 0.96 3.17
O -0.48 -1.49 2.72
H 2.07 -4.66 1.71
N 2.63 -1.49 2.57
H 4.29 -2.16 -0.95
C -4.65 0.04 -5.73
C -3.20 4.02 2.51
H 7.45 -4.62 1.43
H 1.02 1.91 3.34
C -4.22 -0.12 -4.43
H 1.61 2.10 -0.66
H -2.08 1.90 -6.91
C -1.61 2.41 -2.12
N 1.34 0.40 1.98
C 5.43 -4.53 1.19
H -4.50 5.36 3.54
C -3.04 -2.13 0.47
H 3.93 -0.62 -3.03
C -1.23 -1.53 1.79
C -1.61 2.45 1.39
C 3.86 0.10 -2.22
C -4.47 -4.00 0.74
Mo 0.19 0.66 0.18
C -2.32 -2.52 1.58
C -0.72 2.32 -3.28
C -3.47 5.13 3.30
Br 3.67 3.19 1.17
H 5.83 1.61 -0.12
C -3.03 0.45 -4.00
C -1.02 1.87 -4.49
N -1.32 2.09 -0.91
O 0.47 -3.36 0.34
H -2.34 3.60 -0.15
Br 0.88 3.34 -3.08
O 1.66 -2.42 -1.62
C 5.45 -3.51 0.23
N 4.98 0.45 -1.60
C -0.84 4.50 2.66
C 3.06 -3.36 0.34
N 1.54 -1.10 0.45
C -2.44 -0.88 -0.05
H 2.43 0.73 5.10
C -1.12 5.62 3.44
C -3.74 -4.39 1.86
O -2.84 -0.23 -0.98
N 6.61 -5.15 1.58
H -3.99 2.68 1.37
C 1.36 0.10 -2.52
C -2.65 -3.65 2.30
C 2.62 0.59 -1.87
C -2.43 5.92 3.76
H -4.20 0.89 -7.66
C 3.71 1.90 -0.21
O -0.25 2.15 1.29
H -4.69 -2.53 -0.85
C -2.69 1.34 -6.21
H -2.57 2.89 -2.30
C 2.80 -0.92 3.76
H -2.07 -3.95 3.16
C -4.13 -2.85 0.02
H -4.80 -0.70 -3.73
H 3.40 -1.49 4.47
O 1.30 -0.24 -3.67
H -2.10 1.60 1.88
H -4.02 -5.29 2.38
S 1.57 -2.61 -0.20
N -1.29 -0.59 0.72
C 2.54 1.52 -0.84
N -2.20 2.61 0.05
O 0.32 0.12 -1.68



No. 3
45
Properties=species:S:1:pos:R:3 method="wB97M-V/def2-TZVPD" e_above_lowest_kcal_mol=257.4
H 2.27 -0.98 -0.90
H 0.44 -1.19 1.63
H -4.87 -0.81 0.16
H -0.88 1.53 -3.22
H 1.03 -2.42 -4.34
O 0.96 -2.63 -3.42
O 3.39 -1.79 -4.78
O 0.64 -2.13 1.45
O -5.17 -1.19 1.03
O 1.76 -1.41 -0.22
H -1.98 2.14 -1.39
H -0.20 -2.18 5.26
H 0.87 -4.15 3.89
H 0.90 -2.31 2.31
H 0.18 2.03 -4.18
H -0.27 -2.05 3.75
H 4.43 1.96 -2.62
H -1.86 -0.50 -0.90
H 1.08 -1.79 -2.88
H -6.14 -1.11 1.12
H 3.23 2.67 -3.29
O 0.24 -0.47 -0.34
H 1.97 1.74 1.61
O -3.65 3.15 2.11
O 2.93 1.83 1.69
O 0.07 -4.25 3.37
H 3.41 -2.73 -4.66
H 2.03 -0.89 0.59
H 3.12 1.63 2.59
O -0.66 3.24 3.16
H -2.86 3.38 1.59
H -1.01 4.12 3.14
H 3.14 -1.40 -3.93
O -0.32 1.23 -3.99
H -1.39 -0.25 -2.41
H -0.49 0.15 -0.16
O 4.10 2.78 -2.89
H -1.42 2.73 2.79
H -0.15 -3.40 2.88
O -1.98 2.84 -0.71
O -0.14 -2.74 4.38
H -2.57 2.47 -0.10
O -1.84 0.15 -1.65
H 1.00 0.05 -0.50
H -3.29 2.93 2.98



No. 4
68
Properties=species:S:1:pos:R:3 method="wB97M-V/def2-TZVPD" total_charge=+1 e_tot_ev=-111257.6783
H -3.01 -2.81 0.95
H 3.65 3.99 0.47
C 2.08 1.85 2.43
H -2.15 -0.24 -3.09
C -1.34 0.40 -3.43
H -1.70 0.94 -4.31
H 2.69 2.56 3.00
C -1.98 -1.65 -0.51
C -1.32 -3.94 0.28
H -1.65 -4.83 0.81
C 3.75 -1.05 0.05
H 0.55 3.74 -2.21
Si -0.82 1.66 -2.13
O 0.98 -0.74 4.43
H -0.86 -4.26 -0.66
H 1.14 1.72 2.98
C 1.81 -2.41 -1.93
H -0.52 3.56 1.24
H 3.11 3.46 -1.13
O -1.29 0.88 1.60
H 2.62 0.30 -3.59
C -2.49 -2.99 0.01
H -0.54 -3.48 0.90
H -0.51 -0.23 -3.75
H -3.86 -4.56 -0.56
C 0.22 2.99 -2.93
H 4.33 -0.15 0.26
H -4.32 -2.97 -1.16
H 1.87 -0.49 4.14
H -0.39 3.50 -3.68
Si 2.51 -0.76 -1.34
H 0.80 4.69 1.56
H -1.05 -2.63 4.06
H -3.77 -0.67 2.10
H -3.38 -0.31 3.78
C 3.27 3.14 -0.10
H 4.45 -1.83 -0.24
C -3.47 -3.63 -0.97
C -2.96 -0.40 2.78
C 3.34 0.10 -2.80
C -2.31 2.38 -1.26
H 1.12 -2.26 -2.76
O -2.02 -1.47 2.70
H 4.05 2.37 -0.10
Ge 0.81 0.72 -0.58
H -1.49 -1.03 4.68
H 0.27 4.41 -0.09
H 1.29 -2.95 -1.14
H 4.12 -0.54 -3.23
Si 1.69 2.54 0.71
H -2.69 1.76 -0.45
O -2.90 1.98 2.64
C -2.38 0.94 2.34
H -3.12 2.51 -1.99
C -1.14 -1.57 3.80
H 1.11 2.60 -3.44
H 3.81 1.04 -2.51
C 0.26 -1.13 3.42
Ru -0.67 -0.74 0.71
H -2.99 -3.85 -1.92
H 2.62 -3.05 -2.28
C 0.44 3.92 0.87
H 2.61 0.91 2.36
H -1.37 -1.76 -1.43
H 3.26 -1.36 0.97
H -2.79 -0.93 -0.71
O 0.70 -1.21 2.28
H -2.09 3.36 -0.83